# 1
The following is a quantum chemistry calculation of one molecule with the formula C5H6O in a non-equilibrium geometry, from the Open Molecules 2025 dataset.

Geometry as XYZ:
```
12
Properties=species:S:1:pos:R:3:forces:R:3:mulliken_charge:R:1
C 1.153797 0.992127 -0.507945 0.2925 -0.0045 -0.2217 -1.150
C 0.406106 -0.140496 0.086531 -1.4771 1.8533 0.4254 0.248
C -1.335127 0.205839 0.667725 2.0870 -0.5289 0.1444 -0.568
C -0.981409 -0.903809 -0.134131 0.5745 -1.2660 -0.1018 -0.305
C 0.393668 -1.471537 0.361137 -2.0060 -0.1947 0.3803 0.616
O 0.881704 -2.543942 0.597450 0.4014 0.1991 -0.2599 -0.591
H 1.445327 1.727424 0.245123 -0.0362 -0.0570 -0.0439 0.276
H 0.554655 1.500095 -1.266050 0.0269 -0.0298 0.0180 0.328
H 2.064849 0.617048 -0.978240 -0.0058 0.0634 -0.0562 0.307
H -1.199182 0.188188 1.740380 -0.3463 -0.1593 -0.0403 0.269
H -1.951972 1.006271 0.265888 0.5017 0.1401 -0.1711 0.301
H -1.432416 -1.177208 -1.077867 -0.0125 -0.0158 -0.0733 0.272
```
Forces are in eV/Å.

Properties
Total charge: 0
ΔE to the lowest compared entry with this formula, charge and spin: 3.211 eV
DFT total energy: -7326.07321 eV
Gap between HOMO and LUMO: 9.708 eV
HOMO: -8.846 eV
M: 82.10 g/mol
Structure (SMILES): C[C@@]12C[C@@H]1C2=O

=====

# 2
The following is a quantum chemistry calculation of a 2-piece molecular cluster, CH6N overall in a non-equilibrium geometry, from the Open Molecules 2025 dataset.

Geometry as XYZ:
```
8
Properties=species:S:1:pos:R:3:forces:R:3:mulliken_charge:R:1
C -0.110930 -0.202098 0.734377 -5.9472 6.3476 -1.3953 -0.811
N 0.356825 0.120780 -0.625321 -2.6720 1.1864 -2.0315 -0.305
H -0.089718 -1.174688 0.866966 0.4085 -4.4781 1.3017 0.388
H 0.230217 0.589670 1.369064 0.3998 -0.4806 0.8241 0.345
H -1.790027 0.168938 0.753593 4.4611 -1.0563 -0.0814 0.297
H 1.115554 -0.444571 -0.785973 3.3708 -1.0575 -0.4925 0.327
H 0.503846 1.117791 -0.861351 0.4515 -0.4768 0.7220 0.375
H -0.215768 -0.175822 -1.451355 -0.4725 0.0153 1.1530 0.384
```
Forces are in eV/Å.

Properties
Total charge: +1
ΔE to the lowest compared entry with this formula, charge and spin: 3.225 eV
DFT total energy: -2614.19986 eV
Gap between HOMO and LUMO: 11.893 eV
HOMO: -16.554 eV
M: 32.07 g/mol

=====

# 3
The following is a quantum chemistry calculation of a 2-piece molecular cluster, C3H10NO2 overall in a non-equilibrium geometry, from the Open Molecules 2025 dataset.

Geometry as XYZ:
```
16
Properties=species:S:1:pos:R:3:forces:R:3:mulliken_charge:R:1
C -0.199271 -0.671319 -1.146938 0.1823 0.2594 -0.1104 -0.426
C 0.672948 0.404547 -0.461908 -2.0272 -0.4220 0.3475 -0.378
C 0.990350 -0.059287 0.973883 -0.1131 0.9141 0.9189 -0.617
O -0.110822 -0.604108 1.591167 0.4962 -0.7226 -0.6580 -0.940
N -0.428358 -0.278021 -2.604982 1.0690 -0.9525 0.7656 -0.672
H -1.134796 -0.806702 -0.613538 -0.1486 0.4343 -0.1062 0.222
H 0.270079 -1.656508 -0.997795 0.2649 0.1378 -0.5247 0.257
H 1.493327 0.614589 -1.157298 0.3180 0.2858 0.4481 0.360
H -0.004121 1.265551 -0.303555 0.4901 0.0967 -0.5778 0.174
H 1.213480 0.810178 1.632357 0.7884 0.3517 -0.6909 0.282
H 1.971983 -0.610296 0.888684 -0.5829 -0.5916 0.3942 0.282
H -0.147302 -1.106573 -3.134345 -0.5349 0.0343 -0.1144 0.235
H 0.387899 0.305021 -2.789278 -0.3121 0.3437 -0.1700 0.273
H -2.383197 1.113420 2.614553 -0.1806 0.0308 -0.1798 0.244
H -1.007979 0.386575 2.419834 0.2662 -0.4885 0.0410 0.442
O -1.584220 0.892932 3.089160 0.0243 0.2887 0.2169 -0.738
```
Forces are in eV/Å.

Properties
Total charge: -1
ΔE to the lowest compared entry with this formula, charge and spin: 0.843 eV
DFT total energy: -8857.95127 eV
Gap between HOMO and LUMO: 7.312 eV
HOMO: -3.135 eV
M: 92.12 g/mol

=====

Q: What is the formula in the third record?
A: C3H10NO2

=====

Q: Look up the total charge of the second one.
A: +1

=====

Q: Number 3 is which compound?
A: C3H10NO2